Molecular formula: C21H25N3O4
Method: DFT, ωB97M-V/def2-TZVPD

Computed properties:
Energy above the lowest of the compared OMol25 structures with the same formula, charge and spin in kJ/mol: 260.8
Total charge: 0
Orbital gap in eV: 8.8
HOMO level in eV: -8.33
Strongest force on any atom in eV/A: 0.81
Structure (SMILES): CCN(CC)C(=O)COc1ccc(/C(C)=N/NC(=O)c2ccccc2O)cc1
Lowest unoccupied orbital energy in eV: 0.433

```
53
C21H25N3O4 | OMol25 | ωB97M-V/def2-TZVPD
H 1.48 -1.98 0.02
H -1.98 -2.47 1.02
H 5.50 0.94 -3.60
C 5.11 1.14 -2.60
H -0.63 1.57 1.09
C 0.29 1.02 1.04
C 5.57 2.95 0.08
C 1.45 -0.99 0.46
C 2.65 0.84 1.44
H 4.91 -0.15 2.46
H -3.40 0.26 -1.61
C -5.54 -0.93 -2.18
H -5.44 -1.66 1.55
C 5.59 0.52 0.56
O 3.75 1.48 1.93
H 7.64 3.55 -0.16
O -6.40 -1.69 1.30
C 6.26 1.29 -1.61
C -7.90 -1.32 -1.96
C 4.99 0.81 1.94
H -8.59 -1.76 0.02
C 6.86 3.60 0.59
O -3.85 -1.41 1.00
H -0.37 -2.86 0.40
C -1.28 -2.31 0.20
H 6.92 2.10 -1.91
N -3.09 -0.34 -0.85
C 0.26 -0.28 0.52
C 2.64 -0.44 0.90
C -4.05 -0.99 -0.14
H 5.22 3.48 -0.81
H 3.55 -1.02 0.82
N -1.83 0.01 -0.43
C -6.79 -1.03 -2.75
H -1.75 -2.69 -0.71
C -1.02 -0.84 0.06
H 4.47 0.31 -2.30
H 4.51 2.05 -2.64
H -8.88 -1.39 -2.41
H 4.79 3.04 0.84
C 1.46 1.57 1.50
H 7.22 3.09 1.48
O 5.88 -0.62 0.25
H -4.69 -0.73 -2.81
H -6.90 -0.89 -3.82
C -5.36 -1.11 -0.80
H 6.83 0.36 -1.57
C -6.48 -1.44 -0.01
C -7.75 -1.52 -0.61
H 5.67 1.45 2.51
N 5.77 1.56 -0.27
H 6.68 4.64 0.84
H 1.48 2.56 1.91
```